#w
DFT (ωB97M-V with the def2-TZVPD basis set) results for C6H4O as an isolated structure.

```
! RIJCOSX wB97M-V def2-TZVPD def2/J DEFGRID3
* xyz 0 1
C -0.21 2.51 1.98
C 0.35 1.65 1.18
C 0.36 -0.16 -0.10
C 1.42 0.72 -0.18
C 2.80 0.67 -0.62
C -0.60 0.39 0.95
O 3.19 -0.28 -1.24
H 0.10 -1.10 -0.70
H 3.46 1.40 -0.33
H -0.91 -0.19 1.88
H -1.61 0.83 0.66
*
```

* E_HOMO: -0.371 hartree
* LUMO level: -1.14 eV

=====

#x
DFT (ωB97M-V with the def2-TZVPD basis set) results for one molecule with the formula C6H4O.

```
! RIJCOSX wB97M-V def2-TZVPD def2/J DEFGRID3
* xyz 0 1
C -1.17 0.11 -3.06
C -0.59 -0.05 -2.01
C 0.12 -0.22 -0.75
C -0.48 0.43 0.46
C 0.20 0.25 1.56
C 1.03 -0.15 2.48
O 1.17 -0.83 -0.71
H -1.67 0.24 -3.99
H -1.42 0.98 0.36
H 0.83 -1.08 3.00
H 1.99 0.32 2.66
*
```

* E_HOMO: -0.378 hartree
* LUMO level: -0.18 eV
* SMILES: C#CC(=O)C=C=C

=====

#y
DFT (ωB97M-V with the def2-TZVPD basis set) results for one molecule with the formula C6H4O.

```
! RIJCOSX wB97M-V def2-TZVPD def2/J DEFGRID3
* xyz 0 1
C -0.35 0.36 2.56
C 0.69 -0.06 1.95
C 0.94 -0.11 0.63
C 0.51 -1.16 -0.30
C -0.35 -0.51 -1.11
C -0.37 0.92 -0.64
O 0.93 1.07 -0.04
H -1.02 0.92 0.29
H 0.64 -2.22 -0.16
H -1.04 -0.93 -1.83
H -0.59 1.72 -1.34
*
```

* E_HOMO: -0.361 hartree
* LUMO level: -0.87 eV

=====

It comes down to #x, which is 0.0887 hartree more stable than the next structure.

=====

#w
DFT (ωB97M-V with the def2-TZVPD basis set) results for one molecule with the formula C6H4O.

```
! RIJCOSX wB97M-V def2-TZVPD def2/J DEFGRID3
* xyz 0 1
C 1.09 -0.61 -2.27
C 0.93 -0.25 -0.94
C 0.59 -0.24 0.28
C 0.14 0.53 1.39
O 0.83 1.37 1.94
C -1.21 0.20 1.86
C -2.32 -0.05 2.26
H 1.93 -0.25 -2.86
H 0.96 0.79 -1.51
H 0.35 -1.22 -2.78
H -3.30 -0.27 2.62
*
```

* E_HOMO (spin up / spin down): -0.315 / -0.315 hartree
* LUMO level (spin up / spin down): -0.95 / -0.95 eV

=====

#x
DFT (ωB97M-V with the def2-TZVPD basis set) results for one molecule with the formula C6H4O.

```
! RIJCOSX wB97M-V def2-TZVPD def2/J DEFGRID3
* xyz 0 1
C -1.41 -0.52 -0.78
C -0.38 0.31 -0.07
C -0.45 1.61 0.31
C 0.65 2.05 0.92
O 1.57 2.52 1.45
C 0.78 -0.49 0.22
C 1.70 -1.25 0.36
H -2.30 0.05 -1.07
H -1.69 -1.36 -0.13
H -0.94 -0.95 -1.67
H 2.47 -1.97 0.45
*
```

* E_HOMO: -0.344 hartree
* LUMO level: -0.63 eV
* SMILES: C#CC(C)=C=C=O

=====

#y
DFT (ωB97M-V with the def2-TZVPD basis set) results for one molecule with the formula C6H4O.

```
! RIJCOSX wB97M-V def2-TZVPD def2/J DEFGRID3
* xyz 0 1
C 0.90 -0.95 1.67
C -0.24 -0.99 0.78
C -1.19 -0.71 0.07
C -1.03 0.72 -0.31
O -1.14 1.64 0.46
C -0.59 0.89 -1.68
C -0.26 1.02 -2.83
H 1.02 -1.89 2.20
H 0.71 -0.14 2.40
H 1.81 -0.72 1.11
H 0.01 1.14 -3.86
*
```

* E_HOMO: -0.372 hartree
* LUMO level: 0.46 eV
* SMILES: C#CC(=O)C#CC

=====

#z
DFT (ωB97M-V with the def2-TZVPD basis set) results for C6H4O as an isolated structure.

```
! RIJCOSX wB97M-V def2-TZVPD def2/J DEFGRID3
* xyz 0 1
C -2.79 -1.14 -1.18
C -1.71 -0.72 -0.67
C -0.54 -0.18 -0.05
C 0.69 -0.72 0.15
C 1.50 0.34 0.65
C 0.69 1.43 0.72
O -0.55 1.14 0.29
H -1.65 -1.15 -1.82
H 0.97 -1.74 -0.05
H 2.55 0.29 0.92
H 0.84 2.45 1.05
*
```

* E_HOMO: -0.344 hartree
* LUMO level: 0.66 eV

=====

It comes down to #x, which is 0.0133 hartree more stable than the next structure.

=====

#w
DFT (ωB97M-V with the def2-TZVPD basis set) results for an isolated ion of composition C6H8N3O and charge +1.

```
! RIJCOSX wB97M-V def2-TZVPD def2/J DEFGRID3
* xyz 1 1
C -1.42 1.85 0.37
C -0.18 1.63 -0.18
C -2.89 -0.01 -0.17
C 1.01 2.03 -0.46
C -0.89 -1.15 1.36
C -0.41 -0.55 0.09
N -2.51 1.17 0.10
N -1.71 -0.93 0.17
N 0.32 -1.38 -0.98
O -3.89 -0.43 -0.63
H -1.56 2.50 1.36
H 1.93 1.48 -0.38
H 1.21 3.06 -0.82
H -0.77 -2.26 1.66
H -1.09 -0.50 2.34
H 0.33 -2.40 -0.70
H 1.30 -1.08 -0.85
H -0.34 -1.18 -1.81
*
```

* E_HOMO: -0.495 hartree
* LUMO level: -5.30 eV

=====

#x
DFT (ωB97M-V with the def2-TZVPD basis set) results for an isolated ion of composition C6H8N3O and charge +1.

```
! RIJCOSX wB97M-V def2-TZVPD def2/J DEFGRID3
* xyz 1 1
C -1.58 0.93 2.34
C -0.65 0.73 1.56
C 0.19 -0.04 -1.93
C -0.01 -2.07 -0.81
C -0.67 0.81 -0.84
C 0.00 0.25 0.41
N 0.38 -1.29 -1.90
N -0.02 -1.27 0.44
N 1.42 0.55 0.39
O -0.03 -3.25 -0.77
H -2.20 1.32 3.14
H 0.63 0.50 -2.71
H -0.35 1.87 -0.77
H -1.76 0.78 -0.90
H -0.57 -1.70 1.11
H 1.56 1.20 -0.44
H 2.06 -0.27 0.31
H 1.60 0.93 1.37
*
```

* E_HOMO: -0.521 hartree
* LUMO level: -4.56 eV
* SMILES: C#C[C@]1([NH3+])CC=NC(=O)N1

=====

#y
DFT (ωB97M-V with the def2-TZVPD basis set) results for a 2-piece molecular cluster, C6H8N3O overall.

```
! RIJCOSX wB97M-V def2-TZVPD def2/J DEFGRID3
* xyz 1 1
C -1.42 1.31 -0.02
C -0.14 1.81 0.20
C -1.67 -0.06 -0.08
C -0.60 -0.98 0.01
C 0.64 -0.47 0.13
C 3.46 -0.11 -0.24
N 4.56 -0.41 -0.28
N 0.83 0.88 0.29
N -2.91 -0.39 -0.38
O -0.70 -2.31 0.35
H -2.32 1.83 -0.35
H 0.04 2.90 0.12
H 1.61 -1.07 0.42
H 5.49 -0.74 -0.20
H 1.69 1.20 0.61
H -3.57 0.39 -0.53
H -3.36 -1.34 -0.48
H -1.63 -2.45 0.45
*
```

* E_HOMO (spin up / spin down): -0.475 / -0.475 hartree
* LUMO level (spin up / spin down): -3.43 / -3.43 eV

=====

It comes down to #y, which is 0.0868 hartree more stable than the next structure.

=====

#w
DFT (ωB97M-V with the def2-TZVPD basis set) results for a 2-piece molecular cluster, C4H11N3 overall.

```
! RIJCOSX wB97M-V def2-TZVPD def2/J DEFGRID3
* xyz 0 1
N -1.46 -1.79 -1.50
C -0.14 -1.45 -0.92
C 0.92 -1.91 1.29
C -0.11 -1.47 0.54
H -1.38 -1.89 -2.52
H -2.11 -1.03 -1.28
H 0.17 -0.48 -1.32
H 0.54 -2.18 -1.37
H 0.91 -1.96 2.37
H 1.84 -2.33 0.86
H -1.00 -1.15 1.11
N 0.75 1.65 0.87
C 0.28 2.70 0.06
N -0.21 3.79 0.56
H 0.59 0.66 0.65
H 0.60 1.86 1.86
H 0.26 2.55 -1.03
H -0.42 4.43 -0.23
*
```

* E_HOMO: -0.342 hartree
* LUMO level: 0.82 eV
* SMILES: [H]/N=C/N.C=CCN

=====

#x
DFT (ωB97M-V with the def2-TZVPD basis set) results for one molecule with the formula C4H11N3.

```
! RIJCOSX wB97M-V def2-TZVPD def2/J DEFGRID3
* xyz 0 1
C 0.90 0.07 -1.63
C 1.82 0.11 -0.42
C 0.96 0.53 0.82
N -0.10 -0.45 1.21
C -1.39 -0.47 0.78
N -1.88 0.06 -0.41
N -2.32 -0.81 1.69
H 0.28 -0.81 -1.58
H 0.21 0.89 -1.80
H 1.40 -0.14 -2.57
H 2.07 -0.95 -0.19
H 2.71 0.84 -0.48
H 0.63 1.63 0.69
H 1.65 0.40 1.78
H 0.23 -1.25 1.83
H -1.24 0.67 -0.88
H -2.86 -0.25 -0.46
H -3.06 -0.05 1.61
*
```

* E_HOMO: -0.283 hartree
* LUMO level: 0.83 eV
* SMILES: [H]/N=C(\N)NCCC

=====

It comes down to #w, which is 0.0325 hartree more stable than the next structure.

=====

#w
DFT (ωB97M-V with the def2-TZVPD basis set) results for a 3-piece molecular cluster, C4H11N3 overall.

```
! RIJCOSX wB97M-V def2-TZVPD def2/J DEFGRID3
* xyz 0 1
C -0.56 -0.20 0.38
C 0.68 0.26 -0.04
C 1.28 -1.24 1.47
N -1.21 -1.32 -0.08
N 1.33 -0.12 -1.19
C -1.21 1.58 -0.90
N -1.29 2.62 -0.20
H -0.97 0.29 1.25
H 1.04 1.15 0.46
H -1.31 -1.38 -1.08
H -2.08 -1.53 0.39
H 2.15 0.42 -1.43
H 1.27 -1.09 -1.45
H -1.82 3.39 -0.64
H -1.66 1.50 -1.91
H 2.25 -0.79 1.67
H 0.72 -1.39 2.39
H 1.38 -2.16 0.90
*
```

* E_HOMO (spin up / spin down): -0.221 / -0.221 hartree
* LUMO level (spin up / spin down): 0.86 / 0.86 eV

=====

#x
DFT (ωB97M-V with the def2-TZVPD basis set) results for C4H11N3 as an isolated structure.

```
! RIJCOSX wB97M-V def2-TZVPD def2/J DEFGRID3
* xyz 0 1
C -0.60 1.60 0.00
C 0.49 0.56 -0.10
C 2.50 0.32 1.00
N 1.24 0.41 1.09
N 1.06 0.22 -1.30
H 0.52 0.62 -2.06
H -1.46 1.27 -0.58
H -0.23 2.53 -0.43
H -0.91 1.76 1.03
H 3.03 0.40 0.05
H 3.06 0.13 1.91
C -0.81 -1.31 0.29
N -1.93 -1.30 -0.59
H -2.83 -1.21 -0.14
H -1.93 -2.03 -1.28
H -1.03 -0.93 1.29
H -0.29 -2.28 0.38
H 0.14 -0.76 -0.57
*
```

* E_HOMO: -0.265 hartree
* LUMO level: 0.42 eV

=====

#y
DFT (ωB97M-V with the def2-TZVPD basis set) results for one molecule with the formula C4H11N3.

```
! RIJCOSX wB97M-V def2-TZVPD def2/J DEFGRID3
* xyz 0 1
C 1.80 0.37 0.58
C 0.58 -0.42 1.03
C -0.63 -0.33 0.16
C -1.64 0.51 0.41
N -2.74 0.63 -0.50
N -0.62 -1.11 -0.99
N 2.46 -0.19 -0.63
H 1.62 1.44 0.49
H 2.50 0.30 1.40
H 0.36 -0.03 2.01
H 0.88 -1.48 1.03
H -1.71 1.08 1.33
H -2.47 1.04 -1.39
H -3.46 1.21 -0.10
H -0.14 -1.99 -0.92
H -1.42 -1.09 -1.61
H 2.89 0.62 -1.07
H 1.73 -0.56 -1.23
*
```

* E_HOMO: -0.272 hartree
* LUMO level: 1.04 eV
* SMILES: N/C=C(\N)CCN

=====

#z
DFT (ωB97M-V with the def2-TZVPD basis set) results for one molecule with the formula C4H11N3.

```
! RIJCOSX wB97M-V def2-TZVPD def2/J DEFGRID3
* xyz 0 1
C 1.29 -0.03 -1.37
C 1.17 -1.13 -0.40
C -0.18 -1.20 0.47
N -2.64 -0.12 1.66
C -1.65 0.63 1.22
N -0.45 0.08 1.02
N 1.03 1.33 -0.92
H 0.47 -0.10 -2.09
H 2.17 0.05 -2.10
H 1.35 -2.27 -0.76
H 1.87 -0.96 0.52
H -0.15 -2.02 1.18
H -0.98 -1.29 -0.34
H -3.47 0.54 1.73
H -1.58 1.70 1.25
H 0.25 0.75 0.71
H 1.36 2.26 -0.41
H 0.14 1.76 -1.37
*
```

* E_HOMO: -0.305 hartree
* LUMO level: 0.73 eV
* SMILES: [H]/N=C/NCCCN

=====

It comes down to #y, which is 0.0839 hartree more stable than the next structure.